[1]
Entry from the Open Molecules 2025 dataset: one molecule with the formula C16H16N2O2S in a non-equilibrium geometry (ωB97M-V/def2-TZVPD).

CARTESIAN COORDINATES (ANGSTROEM)
C: -1.750 -3.613 0.467
O: -1.574 -2.214 0.560
C: -2.235 -1.501 -0.437
O: -3.634 -1.573 -0.322
C: -4.146 -1.053 0.891
C: -1.733 -0.068 -0.451
C: -2.424 0.895 -1.182
C: -1.943 2.192 -1.177
C: -0.788 2.487 -0.457
C: -0.267 3.797 -0.426
N: 0.143 4.868 -0.412
C: -0.159 1.432 0.237
S: 1.283 1.742 1.164
C: 1.722 0.044 1.708
C: 2.417 -0.704 0.618
C: 1.771 -1.744 -0.039
C: 2.414 -2.426 -1.058
C: 3.700 -2.073 -1.431
C: 4.345 -1.033 -0.782
C: 3.706 -0.351 0.237
N: -0.637 0.201 0.231
H: -1.320 -3.996 -0.466
H: -1.226 -4.042 1.319
H: -2.809 -3.883 0.507
H: -2.032 -1.947 -1.430
H: -5.200 -1.321 0.909
H: -3.635 -1.491 1.752
H: -4.041 0.036 0.932
H: -3.314 0.623 -1.727
H: -2.447 2.976 -1.723
H: 2.370 0.202 2.570
H: 0.792 -0.439 2.001
H: 0.765 -2.005 0.250
H: 1.908 -3.235 -1.565
H: 4.199 -2.606 -2.227
H: 5.347 -0.753 -1.071
H: 4.204 0.467 0.739

Results
SMILES: COC(OC)c1ccc(C#N)c(SCc2ccccc2)n1
E in eV: -34761.201
Max |F| in eV/A: 1.09
2S+1: 1
Kohn-Sham gap in eV: 8.634

---

[2]
Entry from the Open Molecules 2025 dataset: C16H16N2O4Ru as an isolated structure (ωB97M-V/def2-TZVPD).

CARTESIAN COORDINATES (ANGSTROEM)
Ru: 0.185 -0.312 0.213
O: -1.301 -3.050 -2.463
C: -1.029 -2.325 -1.392
O: -0.279 -1.246 -1.530
C: -1.516 -2.676 -0.125
C: -2.384 -3.712 0.298
C: -2.672 -3.819 1.634
C: -2.132 -2.923 2.595
C: -1.309 -1.935 2.128
N: -1.028 -1.837 0.831
C: -0.607 -0.859 2.922
O: -0.696 -0.706 4.096
O: 0.161 -0.059 2.121
H: -0.880 -2.653 -3.240
H: -2.804 -4.394 -0.427
H: -3.331 -4.609 1.969
H: -2.345 -3.009 3.650
C: -0.588 2.707 0.559
N: -0.624 1.723 -0.542
C: -1.957 1.683 -1.160
C: 0.426 2.016 -1.548
C: 1.794 1.662 -1.019
C: 2.914 2.413 -1.334
C: 4.163 2.040 -0.851
C: 4.307 0.924 -0.034
C: 3.197 0.170 0.305
C: 1.947 0.535 -0.188
H: -0.833 3.701 0.175
H: 0.402 2.726 1.008
H: -1.313 2.427 1.321
H: -2.201 2.651 -1.608
H: -2.702 1.454 -0.399
H: -1.979 0.916 -1.932
H: 0.375 3.069 -1.840
H: 0.206 1.415 -2.434
H: 2.815 3.296 -1.954
H: 5.031 2.633 -1.107
H: 5.283 0.652 0.345
H: 3.303 -0.688 0.958

Results
E in eV: -30595.171
Max |F| in eV/A: 0.09
2S+1: 6
Total charge: +1
Kohn-Sham gap (alpha / beta) in eV: 6.479 / 7.062
Expectation value of S²: 8.785

---

[3]
Entry from the Open Molecules 2025 dataset: C16H16N3O4Ti as an isolated structure (ωB97M-V/def2-TZVPD).

CARTESIAN COORDINATES (ANGSTROEM)
Ti: 0.546 -0.038 -1.368
C: 4.501 -1.119 -1.183
C: 3.144 -0.901 -0.623
O: 2.151 -0.900 -1.502
C: 2.894 -0.738 0.716
C: 1.600 -0.700 1.289
C: 1.407 -0.906 2.753
N: 0.533 -0.571 0.515
N: -0.715 -0.865 1.048
C: -1.525 -1.091 0.065
O: -1.042 -0.961 -1.183
C: -2.926 -1.472 0.243
C: -3.455 -1.602 1.527
C: -4.779 -1.963 1.684
C: -5.576 -2.196 0.569
C: -5.050 -2.068 -0.708
C: -3.723 -1.703 -0.875
H: 4.507 -2.019 -1.800
H: 5.238 -1.209 -0.390
H: 4.769 -0.279 -1.826
H: 3.739 -0.772 1.387
H: 2.362 -0.909 3.270
H: 0.898 -1.856 2.921
H: 0.759 -0.130 3.158
H: -2.825 -1.420 2.387
H: -5.195 -2.065 2.678
H: -6.612 -2.479 0.698
H: -5.672 -2.250 -1.574
H: -3.304 -1.597 -1.866
O: -0.461 1.613 -2.112
C: 0.395 2.384 -1.569
C: 0.488 3.871 -1.583
C: 1.765 4.116 -0.767
C: 2.279 2.731 -0.377
O: 3.264 2.460 0.237
N: 1.365 1.772 -0.893
H: -0.417 4.300 -1.152
H: 0.545 4.217 -2.616
H: 1.586 4.682 0.146
H: 2.541 4.635 -1.325

Results
E in eV: -52624.498
Max |F| in eV/A: 0.38
2S+1: 1
Total charge: +1
Kohn-Sham gap in eV: 6.963

---

Q: E of number 3 (C16H16N3O4Ti)?
A: -52624.498 eV